{
  "formula": "C4H11N4",
  "method": "ωB97M-V/def2-TZVPD",
  "gap_ev": 9.3,
  "molar_mass_da": 115.160,
  "charge": 1,
  "de_lowest_kcal_mol": 91.9,
  "max_force_ev_per_a": 7.1,
  "elements": ["C", "C", "C", "C", "N", "N", "N", "N", "H", "H", "H", "H", "H", "H", "H", "H", "H", "H", "H"],
  "xyz": [[-0.135, -0.585, 0.129], [-1.122, 0.512, 0.410], [1.299, 0.296, 0.462], [-2.232, 0.788, -0.640], [-0.350, 1.758, 0.438], [0.867, 1.742, 0.413], [-0.136, -1.806, 0.723], [2.275, -0.126, -0.568], [0.060, -0.538, -0.987], [-1.374, 0.454, 1.406], [1.729, 0.090, 1.520], [-3.012, -0.092, -0.682], [-1.745, 0.856, -1.653], [-2.829, 1.584, -0.456], [-0.631, -1.789, 1.601], [-0.383, -2.571, 0.110], [2.316, 0.389, -1.424], [2.163, -1.049, -0.646], [3.241, 0.087, -0.156]],
  "mulliken_charge": [-0.40, -0.08, 0.05, -1.28, -0.16, -0.34, -0.47, -0.26, 0.40, 0.61, 0.37, 0.30, 0.30, 0.43, 0.25, 0.26, 0.32, 0.28, 0.40]
}

***

{
  "formula": "C20H36BCl6N4O22",
  "method": "ωB97M-V/def2-TZVPD",
  "spin_multiplicity": 2,
  "gap_ev": [2.1, 5.9],
  "molar_mass_da": 908.044,
  "charge": -2,
  "s_squared": 0.75,
  "max_force_ev_per_a": 4.5,
  "elements": ["O", "C", "O", "B", "O", "C", "O", "O", "C", "O", "C", "O", "O", "Cl", "C", "C", "Cl", "H", "H", "H", "H", "Cl", "C", "C", "Cl", "H", "H", "H", "H", "Cl", "C", "C", "Cl", "H", "H", "H", "H", "C", "N", "O", "O", "H", "H", "H", "C", "N", "O", "O", "H", "H", "H", "C", "N", "O", "O", "H", "H", "H", "C", "N", "O", "O", "H", "H", "H", "C", "O", "C", "O", "O", "C", "H", "H", "H", "H", "H", "H", "C", "O", "C", "O", "O", "C", "H", "H", "H", "H", "H", "H"],
  "xyz": [[2.230, 2.395, 0.494], [1.188, 1.743, 0.625], [0.602, 0.869, -0.189], [-0.624, 0.282, 0.407], [-0.780, 1.042, 1.675], [0.218, 1.910, 1.890], [0.271, 2.700, 2.787], [-0.497, -1.147, 0.738], [-1.421, -1.866, 0.183], [-1.576, -3.089, 0.360], [-2.298, -0.890, -0.657], [-1.766, 0.346, -0.548], [-3.265, -1.213, -1.386], [-6.537, -1.661, -4.884], [-5.235, -2.586, -4.102], [-5.351, -4.086, -4.379], [-6.909, -4.770, -3.691], [-5.213, -2.445, -3.021], [-4.272, -2.253, -4.489], [-4.514, -4.664, -3.987], [-5.354, -4.266, -5.454], [-4.016, -4.153, 3.780], [-3.673, -2.546, 3.092], [-2.411, -2.010, 3.795], [-2.692, -1.674, 5.547], [-4.523, -1.883, 3.254], [-3.578, -2.612, 2.008], [-2.167, -1.062, 3.314], [-1.573, -2.685, 3.622], [3.555, 6.139, 3.481], [2.698, 5.527, 2.046], [3.624, 5.397, 0.843], [3.882, 7.008, 0.208], [1.833, 6.138, 1.786], [2.256, 4.544, 2.211], [3.262, 4.818, -0.007], [4.560, 4.960, 1.191], [0.383, 5.274, 4.894], [-0.758, 6.162, 5.241], [-1.798, 5.719, 5.744], [-0.501, 7.309, 4.954], [1.287, 5.566, 5.429], [0.423, 5.408, 3.813], [0.054, 4.274, 5.177], [-2.707, 2.003, 4.486], [-4.127, 1.487, 4.071], [-4.125, 0.731, 3.146], [-5.106, 1.950, 4.625], [-2.082, 1.596, 3.691], [-2.371, 1.554, 5.420], [-2.755, 3.092, 4.454], [-1.755, 4.185, 0.477], [-0.710, 5.185, 0.727], [-0.811, 5.837, 1.728], [0.164, 5.198, -0.125], [-2.521, 4.703, -0.100], [-2.164, 3.825, 1.421], [-1.366, 3.338, -0.089], [0.638, 0.956, -4.025], [0.211, -0.466, -3.756], [1.082, -1.326, -3.721], [-0.994, -0.718, -3.856], [0.826, 1.321, -3.016], [-0.132, 1.520, -4.550], [1.617, 0.976, -4.504], [-0.389, -4.126, -2.892], [0.483, -5.198, -2.606], [0.958, -5.877, -3.635], [0.658, -5.662, -4.785], [1.633, -6.910, -3.136], [2.308, -7.678, -4.154], [-0.297, -3.789, -3.924], [-0.304, -3.244, -2.258], [-1.398, -4.526, -2.797], [2.839, -8.558, -3.790], [3.049, -7.045, -4.641], [1.678, -8.007, -4.980], [7.406, -3.205, -1.479], [6.867, -1.905, -1.225], [5.658, -1.630, -0.847], [4.727, -2.430, -0.731], [5.557, -0.312, -0.634], [4.264, 0.295, -0.388], [7.314, -3.826, -0.588], [8.478, -3.134, -1.658], [6.935, -3.646, -2.358], [3.445, -0.345, -0.062], [3.811, 0.889, -1.182], [4.486, 0.953, 0.452]],
  "mulliken_charge": [-0.61, 0.39, -0.49, 1.88, -0.71, 0.24, -0.55, -0.69, 0.72, -0.71, 0.65, -0.49, -0.68, -0.21, -0.15, -0.35, -0.24, 0.17, 0.23, 0.22, 0.34, -0.24, -0.18, 0.26, -0.23, 0.31, 0.12, -0.52, 0.50, -0.23, 0.02, -0.25, -0.24, 0.32, -0.06, 0.07, 0.41, -0.19, 0.94, -0.58, -0.55, 0.30, -0.14, 0.20, -0.19, 0.99, -0.48, -0.63, -0.24, 0.31, 0.31, -0.70, 1.11, -0.60, -0.55, 0.39, 0.20, 0.10, -0.98, 0.88, -0.79, -0.73, -0.01, 0.31, 0.37, -0.18, -0.28, 0.79, -0.56, -0.33, -0.69, 0.34, -0.21, 0.24, 0.25, 0.29, 0.28, -0.63, -0.34, 0.79, -0.59, -0.32, -0.64, 0.30, 0.22, 0.29, 0.37, 0.31, 0.21]
}

***

{
  "formula": "C2HBrN2S",
  "method": "ωB97M-V/def2-TZVPD",
  "gap_ev": 8.0,
  "molar_mass_da": 165.015,
  "de_lowest_kcal_mol": 54.0,
  "max_force_ev_per_a": 4.1,
  "elements": ["C", "C", "N", "N", "S", "Br", "H"],
  "xyz": [[1.851, 0.110, -1.340], [-1.610, -0.337, 0.526], [0.732, 0.149, -1.143], [-1.239, 0.375, 1.397], [-0.955, 1.573, 2.313], [-1.671, -1.953, -0.230], [2.891, 0.084, -1.523]],
  "mulliken_charge": [-0.02, 0.24, -0.27, -0.06, -0.21, 0.03, 0.28]
}

***

{
  "formula": "C2O3S",
  "method": "ωB97M-V/def2-TZVPD",
  "gap_ev": 11.3,
  "molar_mass_da": 104.086,
  "de_lowest_kcal_mol": 14.7,
  "max_force_ev_per_a": 2.5,
  "elements": ["C", "C", "O", "O", "O", "S"],
  "xyz": [[-1.171, 0.393, -0.234], [1.088, -0.560, 0.302], [-1.097, 0.704, -1.329], [0.474, -1.381, 0.823], [-1.235, 0.370, 0.909], [1.941, 0.475, -0.471]],
  "mulliken_charge": [0.69, 0.61, -0.33, -0.34, -0.34, -0.29]
}

***

{
  "formula": "C6H6",
  "method": "ωB97M-V/def2-TZVPD",
  "gap_ev": [7.2, 7.1],
  "molar_mass_da": 78.114,
  "de_lowest_kcal_mol": 138.0,
  "max_force_ev_per_a": 0.6,
  "elements": ["C", "C", "C", "C", "C", "C", "H", "H", "H", "H", "H", "H"],
  "xyz": [[1.696, -0.616, 2.081], [0.876, -0.063, 1.008], [0.182, 0.366, 0.115], [-0.669, 1.026, -0.805], [-1.444, 0.452, -1.771], [-1.374, -0.959, -2.016], [1.805, -1.699, 1.977], [2.692, -0.162, 2.079], [1.237, -0.407, 3.053], [-0.726, 2.108, -0.674], [-2.106, 1.146, -2.291], [-2.170, -1.192, -2.759]],
  "mulliken_charge": [-1.25, 1.26, -0.16, -0.90, 0.02, -0.67, 0.29, 0.30, 0.29, 0.31, 0.33, 0.18]
}

***

{
  "formula": "C5H15NO",
  "method": "ωB97M-V/def2-TZVPD",
  "gap_ev": 10.1,
  "molar_mass_da": 105.181,
  "de_lowest_kcal_mol": 37.5,
  "max_force_ev_per_a": 3.2,
  "elements": ["C", "C", "C", "N", "C", "C", "H", "H", "H", "H", "H", "H", "H", "H", "H", "H", "H", "H", "H", "H", "H", "O"],
  "xyz": [[0.301, -1.288, -1.501], [-1.152, -1.672, -1.767], [0.699, 0.066, -0.938], [0.750, 0.272, 0.588], [-0.561, 0.358, 1.187], [-0.965, -0.995, 1.761], [0.905, -1.443, -2.396], [0.663, -2.192, -0.927], [-1.127, -2.477, -2.498], [-1.695, -1.905, -0.853], [-1.689, -0.760, -2.277], [1.852, 0.227, -1.305], [0.021, 0.841, -1.315], [1.376, -0.401, 0.999], [-1.233, 0.799, 0.424], [-0.573, 1.078, 2.040], [-1.917, -1.111, 2.289], [-0.087, -1.460, 2.259], [-0.899, -1.721, 0.890], [1.040, 2.038, 0.516], [1.464, 3.463, 1.119], [0.856, 3.024, 0.522]],
  "mulliken_charge": [-0.54, -1.08, -0.52, -0.42, -0.30, -0.95, 0.43, 0.30, 0.36, 0.32, 0.22, 0.24, 0.34, 0.25, 0.32, 0.27, 0.33, 0.28, 0.06, 0.48, 0.29, -0.69]
}